Below is 2 unconnected molecules or ions with the total composition C35H57N2O6 at a distorted geometry, with properties calculated with ωB97M-V/def2-TZVPD.

Geometry as XYZ:
```
100
C35H57N2O6 | the OMol25 dataset | ωB97M-V/def2-TZVPD
C 4.565 -2.283 1.419
C 5.785 -1.430 0.889
C 5.274 -0.189 0.061
C 5.129 -0.499 -1.503
C 5.710 0.669 -2.394
C 4.652 1.772 -2.798
C 4.861 3.166 -2.036
C 3.788 3.178 -0.863
C 4.125 4.199 0.304
C 3.986 3.489 1.718
C 2.634 3.871 2.474
C 1.727 2.625 2.767
C 0.457 2.924 3.650
C -0.801 2.058 3.228
C -1.532 2.640 1.957
C -2.775 1.785 1.502
C -3.861 2.611 0.720
C -4.708 1.739 -0.300
C -3.764 1.046 -1.359
C -2.660 1.847 -1.853
C -1.729 1.219 -2.817
O -0.649 1.976 -3.259
C 0.328 2.166 -2.179
C 0.456 0.935 -1.216
O 1.697 0.964 -0.453
C 1.794 -0.358 0.139
C 2.214 -0.332 1.645
C -1.965 -0.168 -3.232
C -3.097 -0.896 -2.686
C -3.361 -2.388 -3.061
N -4.024 -3.109 -1.961
C -3.217 -3.082 -0.719
N -3.941 -0.252 -1.778
H 3.761 -2.310 0.637
H 4.120 -1.705 2.280
H 4.836 -3.285 1.825
H 6.442 -2.112 0.293
H 6.314 -1.027 1.798
H 4.275 0.195 0.403
H 6.066 0.601 0.137
H 5.733 -1.434 -1.690
H 4.077 -0.752 -1.789
H 6.590 1.121 -1.857
H 6.070 0.193 -3.346
H 3.630 1.391 -2.508
H 4.643 1.893 -3.910
H 4.700 3.983 -2.783
H 5.888 3.223 -1.577
H 2.783 3.417 -1.313
H 3.810 2.141 -0.430
H 3.337 4.999 0.268
H 5.156 4.630 0.181
H 4.857 3.855 2.335
H 4.093 2.375 1.676
H 2.030 4.627 1.913
H 2.960 4.272 3.477
H 1.363 2.238 1.770
H 2.315 1.808 3.274
H 0.234 4.018 3.713
H 0.702 2.578 4.697
H -0.511 0.977 3.114
H -1.537 2.067 4.085
H -1.829 3.692 2.234
H -0.753 2.656 1.138
H -3.263 1.417 2.451
H -2.400 0.896 0.934
H -3.367 3.486 0.230
H -4.574 3.020 1.478
H -5.308 0.999 0.281
H -5.349 2.437 -0.904
H -2.477 2.896 -1.551
H 0.186 3.131 -1.632
H 1.319 2.248 -2.710
H -0.365 0.849 -0.456
H 0.536 0.018 -1.869
H 0.828 -0.930 0.078
H 2.541 -0.928 -0.472
H 3.071 0.343 1.878
H 1.337 0.051 2.239
H 2.371 -1.387 2.001
H -1.245 -0.606 -3.954
H -2.346 -2.869 -3.230
H -3.913 -2.500 -4.028
H -4.042 -4.090 -2.260
H -3.088 -2.047 -0.288
H -3.761 -3.657 0.081
H -2.209 -3.581 -0.811
H -4.702 -0.828 -1.408
C -6.710 -7.653 1.664
C -5.587 -7.408 0.894
C -5.802 -6.349 -0.195
O -4.900 -5.939 -0.936
C -7.134 -5.802 -0.371
C -8.266 -6.056 0.391
C -8.026 -7.037 1.550
O -8.885 -7.330 2.379
O -9.408 -5.583 0.237
O -4.457 -7.937 0.995
H -6.647 -8.381 2.467
H -7.209 -5.113 -1.207
```

HOMO = -1.8 eV
Spin multiplicity = 1
Charge = -1
Frontier orbital gap = 1.65 eV

=====

Below is a molecular structure, C35H57N5NaO4P at a distorted geometry, with properties calculated with ωB97M-V/def2-TZVPD.

Geometry as XYZ:
```
103
C35H57N5NaO4P | the OMol25 dataset | ωB97M-V/def2-TZVPD
Na 0.981 -0.803 -0.324
C -2.547 2.394 0.920
O -1.858 1.307 1.453
C -2.462 0.758 2.584
C -1.734 -0.519 3.020
O -1.616 -1.543 2.086
C -2.765 -2.030 1.454
C -3.037 -1.393 0.081
O -1.857 -1.392 -0.652
C -1.939 -0.714 -1.879
H -2.574 3.241 1.624
H -3.586 2.134 0.660
H -2.013 2.690 0.021
H -3.527 0.536 2.384
H -2.430 1.475 3.428
H -2.249 -0.879 3.934
H -0.698 -0.279 3.260
H -3.659 -1.929 2.093
H -2.563 -3.093 1.288
H -3.421 -0.365 0.189
H -3.829 -1.993 -0.418
H -2.546 -1.278 -2.604
H -0.898 -0.596 -2.234
H -2.386 0.281 -1.754
C 0.871 1.211 -3.111
H -0.033 1.721 -2.733
H 0.757 1.139 -4.217
H 1.718 1.950 -2.971
C 1.971 -5.543 -0.854
N 0.674 -4.920 -0.697
C 0.570 -3.784 -1.594
C 0.390 -4.551 0.697
C 1.464 -3.807 1.464
C 2.344 -4.565 2.227
C 3.332 -3.955 2.979
C 3.391 -2.574 2.982
C 2.493 -1.842 2.222
C 1.485 -2.393 1.409
H 2.058 -5.904 -1.881
H 2.050 -6.397 -0.179
H 2.807 -4.855 -0.660
H 0.656 -4.133 -2.624
H 1.349 -3.035 -1.419
H -0.398 -3.309 -1.460
H 0.155 -5.496 1.215
H -0.513 -3.938 0.674
H 2.266 -5.654 2.239
H 4.045 -4.547 3.549
H 4.150 -2.074 3.584
H 2.565 -0.755 2.278
N 1.064 -0.022 -2.430
C 1.917 -0.922 -3.111
C 1.567 -1.398 -4.401
C 2.476 -1.983 -5.334
C 2.083 -2.431 -6.568
C 0.764 -2.297 -7.014
C -0.140 -1.675 -6.150
C 0.240 -1.242 -4.910
C 3.067 -1.385 -2.417
C 3.618 -0.646 -1.326
C 4.742 -1.044 -0.651
C 5.395 -2.238 -0.964
C 4.812 -3.047 -1.942
C 3.696 -2.653 -2.632
H 3.524 -2.051 -5.067
H 2.820 -2.891 -7.230
H 0.455 -2.665 -7.991
H -1.178 -1.541 -6.463
H -0.498 -0.788 -4.263
H 3.134 0.290 -1.066
H 5.154 -0.422 0.146
H 6.271 -2.564 -0.411
H 5.252 -4.022 -2.148
H 3.250 -3.344 -3.338
C 0.370 3.487 3.236
N 1.722 3.645 2.768
C 2.464 4.700 3.399
P 2.071 3.045 1.216
O 1.262 1.874 0.920
N 3.756 2.921 1.343
C 4.129 1.865 2.270
C 4.487 2.814 0.091
N 1.865 4.292 0.107
C 0.764 4.238 -0.818
C 2.592 5.530 0.145
H 0.372 3.210 4.297
H -0.087 2.687 2.655
H -0.220 4.410 3.124
H 2.498 4.523 4.481
H 2.013 5.691 3.236
H 3.480 4.702 3.012
H 3.524 1.952 3.172
H 5.187 1.980 2.523
H 3.967 0.870 1.843
H 3.979 3.375 -0.691
H 4.577 1.779 -0.246
H 5.491 3.230 0.239
H 0.321 3.246 -0.752
H 1.115 4.389 -1.844
H 0.011 5.007 -0.587
H 3.465 5.418 0.782
H 1.972 6.355 0.526
H 2.921 5.800 -0.865
```

Relative energy (zero: lowest compared OMol25 entry of this formula, charge and spin) = 13.1 kcal/mol
HOMO = 1.7 eV
Spin multiplicity = 1
Charge = -2
Frontier orbital gap = 1.89 eV

=====

Below is 9 unconnected molecules or ions with the total composition C35H58BIO19P at a distorted geometry, with properties calculated with ωB97M-V/def2-TZVPD.

Geometry as XYZ:
```
115
C35H58BIO19P | the OMol25 dataset | ωB97M-V/def2-TZVPD
C -1.293 -5.299 -1.303
B -0.525 -4.170 -2.116
O 0.692 -4.521 -2.707
P -1.141 -2.316 -2.282
I -0.517 -2.231 -4.848
C -2.959 -2.815 -2.811
C -3.876 -3.167 -1.707
O -3.914 -2.697 -0.634
O -4.844 -4.144 -2.021
H -1.830 -4.822 -0.489
H -0.629 -6.051 -0.904
H -2.062 -5.737 -1.932
H 1.385 -4.327 -2.063
H -1.515 -0.922 -2.342
H 0.230 -1.887 -1.934
H -1.450 -2.316 -0.858
H -2.916 -3.630 -3.519
H -3.392 -1.954 -3.305
H -4.460 -5.001 -1.787
O 1.709 -4.728 0.030
C 2.840 -4.974 0.318
O 3.874 -4.133 0.056
C 5.117 -4.752 0.416
C 4.753 -5.821 1.437
C 3.361 -6.240 0.971
H 5.567 -5.174 -0.485
H 5.786 -3.995 0.822
H 5.473 -6.636 1.481
H 4.688 -5.377 2.432
H 3.400 -7.028 0.217
H 2.718 -6.541 1.792
O -6.719 -7.212 -0.067
C -7.313 -6.259 0.344
O -8.239 -6.347 1.339
C -8.858 -5.066 1.543
C -7.870 -4.050 0.991
C -7.209 -4.829 -0.144
H -9.811 -5.053 1.007
H -9.052 -4.931 2.606
H -8.341 -3.121 0.676
H -7.124 -3.808 1.750
H -7.760 -4.736 -1.080
H -6.178 -4.541 -0.291
O 1.276 1.001 0.120
C 0.282 0.637 0.685
O -0.855 0.309 0.044
C -1.896 0.014 0.989
C -1.170 -0.352 2.274
C 0.086 0.511 2.182
H -2.522 0.905 1.102
H -2.505 -0.801 0.601
H -1.765 -0.180 3.170
H -0.894 -1.408 2.252
H -0.062 1.504 2.600
H 0.948 0.037 2.643
O 1.289 3.046 5.311
C 2.095 3.249 4.448
O 1.943 2.807 3.182
C 3.117 3.109 2.402
C 3.791 4.261 3.128
C 3.422 3.973 4.583
H 3.741 2.220 2.363
H 2.818 3.371 1.390
H 4.859 4.320 2.943
H 3.345 5.203 2.818
H 4.138 3.302 5.062
H 3.305 4.879 5.172
O 5.884 0.982 4.860
C 6.153 0.483 3.808
O 5.466 0.746 2.673
C 5.949 -0.079 1.595
C 7.358 -0.480 2.006
C 7.241 -0.536 3.528
H 5.282 -0.937 1.492
H 5.929 0.494 0.671
H 7.689 -1.412 1.549
H 8.064 0.302 1.721
H 6.903 -1.512 3.879
H 8.165 -0.258 4.027
O -3.157 1.418 -4.017
C -2.354 1.666 -4.867
O -2.505 1.287 -6.156
C -1.330 1.622 -6.909
C -0.656 2.739 -6.123
C -1.031 2.380 -4.688
H -0.706 0.730 -6.983
H -1.626 1.933 -7.910
H 0.416 2.801 -6.301
H -1.098 3.702 -6.391
H -0.321 1.682 -4.241
H -1.147 3.256 -4.056
O 6.440 5.771 0.316
C 5.869 6.723 0.753
O 4.979 6.644 1.776
C 4.380 7.931 2.009
C 5.359 8.940 1.428
C 5.970 8.157 0.268
H 3.410 7.956 1.507
H 4.226 8.063 3.077
H 4.887 9.876 1.134
H 6.132 9.170 2.163
H 5.386 8.257 -0.648
H 7.005 8.427 0.082
O -8.574 2.305 0.090
C -7.608 2.443 -0.603
O -7.024 3.648 -0.814
C -5.953 3.513 -1.771
C -5.552 2.049 -1.724
C -6.879 1.371 -1.391
H -6.329 3.810 -2.753
H -5.140 4.179 -1.491
H -5.090 1.700 -2.644
H -4.843 1.885 -0.913
H -7.458 1.142 -2.286
H -6.747 0.475 -0.792
```

HOMO = -3.6 eV
Spin multiplicity = 1
Charge = -1
Frontier orbital gap = 5.22 eV

=====

Below is 4 unconnected molecules or ions with the total composition C35H58ClO14P3 at a distorted geometry, with properties calculated with ωB97M-V/def2-TZVPD.

Geometry as XYZ:
```
111
C35H58ClO14P3 | the OMol25 dataset | ωB97M-V/def2-TZVPD
C -2.178 0.069 -3.204
C -2.108 -1.526 -2.856
C -0.590 -2.034 -2.600
Cl 0.173 -0.884 -1.376
C 0.134 -2.019 -4.036
C 1.164 -0.883 -4.386
C 1.889 -0.814 -5.766
C 1.539 -1.901 -6.813
C 0.512 -3.042 -6.469
C -0.214 -3.131 -5.069
C -1.209 -4.339 -4.826
O -1.995 -4.463 -3.844
C -1.216 -5.563 -5.880
C -1.999 -6.875 -5.515
C -2.018 -8.085 -6.508
C -1.230 -7.986 -7.846
C -0.466 -6.674 -8.191
C -0.467 -5.458 -7.232
C 0.289 -4.124 -7.633
O 0.712 -3.972 -8.819
H -2.324 0.712 -2.274
H -1.279 0.378 -3.848
H -3.143 0.183 -3.833
H -2.584 -2.041 -3.775
H -2.698 -1.799 -1.916
H -0.547 -3.081 -2.117
H 1.432 -0.043 -3.644
H 2.658 -0.004 -6.006
H 2.040 -1.905 -7.847
H -2.595 -6.998 -4.550
H -2.585 -9.051 -6.304
H -1.189 -8.838 -8.601
H 0.122 -6.572 -9.163
C 6.400 5.758 -5.189
C 5.702 4.932 -6.253
O 6.563 3.932 -6.784
P 6.881 2.588 -5.859
O 5.415 2.151 -5.735
O 7.253 1.495 -7.056
C 6.699 0.183 -7.004
C 5.562 0.066 -8.002
O 8.535 3.017 -5.863
C 9.222 3.379 -7.063
C 9.466 4.876 -7.113
H 6.816 5.122 -4.402
H 5.704 6.468 -4.737
H 7.231 6.321 -5.621
H 4.789 4.485 -5.851
H 5.402 5.578 -7.082
H 6.370 -0.065 -5.993
H 7.491 -0.525 -7.265
H 4.836 0.876 -7.892
H 5.039 -0.888 -7.886
H 5.947 0.128 -9.024
H 8.704 3.050 -7.964
H 10.185 2.861 -7.034
H 8.562 5.407 -7.411
H 10.239 5.116 -7.848
H 9.763 5.264 -6.135
C -0.504 3.557 6.264
C -0.212 3.310 4.796
O -0.299 1.928 4.474
P -1.806 1.236 4.354
O -2.285 2.175 3.239
O -1.456 -0.026 3.330
C -2.325 -0.304 2.235
C -1.705 0.201 0.944
O -1.364 0.191 5.635
C -0.118 -0.507 5.649
C 0.837 0.119 6.647
H -1.470 3.133 6.553
H -0.510 4.628 6.480
H 0.255 3.086 6.893
H -0.886 3.899 4.169
H 0.806 3.636 4.564
H -3.315 0.130 2.399
H -2.457 -1.388 2.179
H -1.386 1.244 1.025
H -2.411 0.116 0.114
H -0.813 -0.380 0.701
H 0.347 -0.564 4.664
H -0.343 -1.530 5.963
H 1.291 1.022 6.238
H 1.652 -0.571 6.887
H 0.321 0.403 7.568
C -6.271 3.061 9.419
C -7.054 1.766 9.323
O -6.237 0.697 8.864
P -5.140 0.028 9.920
O -6.184 -0.385 10.966
O -4.993 -1.491 9.260
C -5.018 -2.633 10.112
C -6.370 -3.317 10.018
O -3.884 0.508 8.865
C -3.938 0.260 7.458
C -4.235 1.541 6.700
H -5.377 2.939 10.039
H -6.890 3.854 9.846
H -5.936 3.384 8.431
H -7.509 1.522 10.287
H -7.872 1.883 8.606
H -4.780 -2.360 11.143
H -4.236 -3.319 9.775
H -7.194 -2.614 10.166
H -6.455 -4.116 10.759
H -6.505 -3.751 9.023
H -4.660 -0.513 7.192
H -2.950 -0.104 7.172
H -5.296 1.785 6.750
H -3.979 1.434 5.639
H -3.687 2.389 7.120
```

HOMO = -9.2 eV
Spin multiplicity = 1
Frontier orbital gap = 7.20 eV